A 8-piece molecular cluster, C32H64O24 overall at a distorted geometry. Source: the OMol25 dataset; level of theory: the ωB97M-V functional and the def2-TZVPD basis.

Values from the calculation:
* frontier orbital gap: 11.222 eV
* lowest unoccupied orbital energy: 0.47 eV
* ΔE to the lowest compared entry with this formula, charge and spin: 50.2 kJ/mol
* maximum force: 2.18 eV/Å
* SMILES: CCOC(=O)OC.CCOC(=O)OC.CCOC(=O)OC.CCOC(=O)OC.CCOC(=O)OC.CCOC(=O)OC.CCOC(=O)OC.CCOC(=O)OC

Cartesian coordinates (Å):
C: -7.508306 -6.618821 0.796772
C: -6.145216 -6.641600 1.454727
O: -6.005004 -5.431306 2.236076
C: -5.043480 -4.586815 1.901257
O: -4.272984 -4.717817 0.976851
O: -5.075816 -3.576882 2.752068
C: -4.239241 -2.458821 2.479417
H: -8.308851 -6.881812 1.494018
H: -7.607695 -7.322470 -0.030433
H: -7.728579 -5.617711 0.428753
H: -5.374657 -6.634925 0.687617
H: -6.007505 -7.459930 2.154032
H: -3.196944 -2.741920 2.364908
H: -4.438314 -1.735330 3.261092
H: -4.527618 -1.976932 1.534732
C: -3.451433 -2.857849 -4.033843
C: -3.311466 -1.914625 -5.191221
O: -3.089899 -2.738601 -6.344500
C: -2.557595 -2.137225 -7.392553
O: -2.347409 -0.959211 -7.514397
O: -2.303879 -3.066436 -8.320384
C: -1.429562 -2.664530 -9.350108
H: -4.235753 -3.585945 -4.284617
H: -3.693515 -2.450920 -3.060435
H: -2.572275 -3.509076 -4.029745
H: -2.447796 -1.263528 -5.085891
H: -4.213727 -1.311400 -5.306078
H: -1.475275 -3.414821 -10.135254
H: -0.401107 -2.599688 -8.991997
H: -1.729172 -1.708018 -9.777995
C: -0.987660 -4.799483 2.834431
C: -0.076179 -3.819417 3.520521
O: -0.738966 -3.359135 4.727208
C: -1.283054 -2.139765 4.789053
O: -1.872765 -1.766485 5.758696
O: -1.110721 -1.435811 3.663857
C: -1.655075 -0.111095 3.610874
H: -1.167292 -5.639865 3.518479
H: -0.594110 -5.287006 1.939982
H: -1.979767 -4.449778 2.555418
H: 0.128393 -2.954605 2.899085
H: 0.839377 -4.282860 3.875283
H: -0.875351 0.614120 3.823676
H: -2.461037 -0.010850 4.338589
H: -2.070211 0.005384 2.613099
C: -3.767689 3.800582 5.285202
C: -2.453142 4.151745 4.624237
O: -2.699447 4.255862 3.205755
C: -1.654678 4.077734 2.405508
O: -0.527607 3.836877 2.753401
O: -2.057760 4.222979 1.154096
C: -1.009182 4.247272 0.176880
H: -3.667448 3.720362 6.368300
H: -4.189570 2.856924 4.934547
H: -4.534022 4.558211 5.097326
H: -1.747620 3.346962 4.820148
H: -2.115159 5.135572 4.941250
H: -0.560865 3.258413 0.112260
H: -0.220510 4.913057 0.536527
H: -1.443445 4.610355 -0.742419
C: -3.678217 1.516833 -3.180745
C: -2.478008 1.658019 -2.250268
O: -1.245803 1.649386 -2.993480
C: -0.790295 0.441394 -3.323140
O: -1.317847 -0.607340 -3.050676
O: 0.344797 0.596280 -3.985491
C: 1.022421 -0.606773 -4.336341
H: -4.600819 1.438715 -2.604103
H: -3.583383 0.608194 -3.772171
H: -3.752131 2.393393 -3.823057
H: -2.473817 0.844380 -1.527352
H: -2.492995 2.643236 -1.792221
H: 1.697704 -0.395654 -5.157973
H: 0.340942 -1.412166 -4.611228
H: 1.594658 -0.986752 -3.484249
C: 1.633710 1.644017 1.024019
C: 0.986508 0.804768 -0.050529
O: 0.165567 -0.171604 0.544953
C: -0.039719 -1.295927 -0.152804
O: 0.660246 -1.714581 -1.030334
O: -1.148649 -1.853476 0.299593
C: -1.505568 -3.143683 -0.251027
H: 2.420576 1.051934 1.528739
H: 0.907576 2.023357 1.734732
H: 2.377039 2.377677 0.690614
H: 1.720375 0.371469 -0.732679
H: 0.436815 1.510540 -0.691162
H: -2.382307 -3.370774 0.338944
H: -0.675637 -3.833698 -0.117953
H: -1.689267 -3.040218 -1.318917
C: 5.130891 0.474649 -1.369088
C: 6.309533 1.321922 -1.731484
O: 7.375282 0.965546 -0.836109
C: 8.445447 1.750343 -0.882623
O: 8.661176 2.596337 -1.708971
O: 9.244040 1.433830 0.133510
C: 10.426560 2.233093 0.231982
H: 5.467017 -0.562831 -1.357110
H: 4.297077 0.629354 -2.050102
H: 4.787851 0.695952 -0.356979
H: 6.108388 2.396435 -1.665829
H: 6.657264 1.195794 -2.760950
H: 10.935201 1.900575 1.134395
H: 10.155105 3.273781 0.416085
H: 11.055289 2.123232 -0.644675
C: 6.656911 6.072603 0.871921
C: 5.332811 5.603634 1.415392
O: 5.613228 4.437663 2.223866
C: 4.588251 3.981046 2.942093
O: 3.619355 4.603979 3.277378
O: 4.822701 2.706104 3.248167
C: 3.843298 2.066672 4.063577
H: 7.045210 5.386939 0.118532
H: 7.390644 6.132037 1.676635
H: 6.592111 7.065733 0.427128
H: 4.651657 5.298154 0.619708
H: 4.842670 6.345670 2.042509
H: 2.861196 2.164790 3.600313
H: 3.780776 2.564571 5.031495
H: 4.141242 1.030124 4.151353

Atomic forces in eV per Å
-0.7 -0.2 0.3
0.0 0.5 -0.5
-0.2 -0.3 0.3
0.2 -0.3 -0.5
0.0 0.3 0.1
-0.2 0.2 0.4
-0.2 0.4 -0.9
0.1 0.1 0.1
0.3 0.0 0.0
0.1 0.0 -0.1
0.2 -0.2 0.2
0.0 -0.1 -0.1
0.1 0.0 0.4
0.3 -0.2 0.3
-0.1 -0.2 0.1
-0.2 -1.7 -0.7
0.0 0.5 0.4
-0.3 -0.3 0.1
0.0 0.2 -0.4
0.2 0.1 0.1
-0.1 -0.4 0.4
0.3 0.3 -0.8
-0.2 0.3 0.1
0.3 0.4 0.0
0.2 0.4 0.5
-0.1 0.1 0.1
0.1 0.0 -0.3
-0.1 -0.1 0.1
-0.1 0.1 0.1
0.0 0.0 0.1
-0.4 -1.5 0.2
-0.5 0.5 -0.1
0.1 0.2 -0.1
0.0 -0.3 -0.1
-0.2 0.2 0.3
0.1 0.1 -0.2
-0.5 -0.3 0.2
0.0 0.2 0.0
0.4 0.4 0.0
0.1 0.5 0.1
0.3 -0.1 -0.1
0.1 -0.1 -0.1
0.1 0.1 -0.1
0.1 0.0 0.1
0.3 0.1 -0.1
-0.7 0.2 0.0
-0.7 -0.3 0.0
-0.2 -0.2 0.0
0.1 0.1 0.4
0.2 -0.1 0.1
-0.4 0.2 -0.5
0.5 0.0 0.9
0.2 0.0 0.0
0.3 0.0 -0.1
0.2 0.0 0.0
0.4 0.3 -0.1
0.4 -0.2 0.2
-0.1 -0.1 -0.4
-0.1 0.1 -0.2
-0.1 -0.1 -0.2
0.2 0.0 0.2
-0.5 0.0 -0.5
0.1 0.0 0.0
-0.1 0.0 0.2
-0.1 0.0 0.0
0.2 0.1 -0.2
0.3 -0.8 0.3
0.0 0.1 0.1
0.0 0.1 -0.1
0.0 -0.1 -0.1
0.1 0.2 0.2
0.0 -0.2 0.3
-0.1 0.3 0.0
-0.2 0.3 -0.1
-0.1 0.2 0.0
1.8 -1.0 0.6
1.1 1.5 -0.9
-0.5 0.1 0.1
-0.1 0.1 -0.1
0.3 -0.2 -0.2
0.0 0.0 0.2
0.4 0.8 0.0
-0.9 -0.5 0.5
0.1 0.3 0.1
-1.0 0.6 -0.7
0.0 -0.3 0.3
-0.6 -0.5 0.1
-0.1 -0.6 -0.3
-0.1 -0.1 0.2
-0.2 0.0 0.0
0.1 -0.3 0.4
0.3 0.7 -0.6
-0.2 0.0 0.2
0.0 -0.1 -0.1
0.0 0.2 -0.1
0.1 -0.1 0.0
-0.1 0.2 0.6
-0.3 -0.1 -0.2
0.1 -0.1 -0.1
0.0 0.1 0.0
0.0 -0.1 0.3
-0.1 -0.3 0.1
0.0 -0.3 -0.2
0.0 0.0 -0.4
0.0 0.1 -0.1
0.3 0.1 0.0
0.1 0.0 0.3
0.0 -0.2 -0.3
0.0 -0.1 0.2
-0.3 0.2 -0.1
0.5 -0.2 -0.2
-0.5 0.6 0.1
0.0 0.0 0.0
0.0 0.0 0.0
-0.2 0.0 0.0
-0.1 0.1 0.0
0.0 0.1 0.0
0.0 -0.2 0.0
0.1 -0.2 0.1
0.1 0.0 0.0

Mulliken population analysis, charges in e, atoms 1 to 99:
1 C -1.08
2 C -0.21
3 O -0.35
4 C 0.85
5 O -0.62
6 O -0.40
7 C -0.07
8 H 0.29
9 H 0.34
10 H 0.31
11 H 0.28
12 H 0.30
13 H -0.34
14 H 0.29
15 H 0.36
16 C -1.34
17 C 0.23
18 O -0.30
19 C 0.77
20 O -0.57
21 O -0.35
22 C -0.66
23 H 0.49
24 H 0.35
25 H 0.27
26 H 0.04
27 H 0.29
28 H 0.24
29 H 0.28
30 H 0.30
31 C -0.98
32 C 0.19
33 O -0.37
34 C 0.65
35 O -0.61
36 O -0.07
37 C -1.01
38 H 0.38
39 H 0.36
40 H 0.07
41 H -0.01
42 H 0.30
43 H 0.38
44 H 0.52
45 H 0.20
46 C -1.26
47 C -0.08
48 O -0.37
49 C 0.83
50 O -0.55
51 O -0.34
52 C -0.26
53 H 0.39
54 H 0.29
55 H 0.34
56 H 0.26
57 H 0.30
58 H -0.15
59 H 0.37
60 H 0.27
61 C -1.02
62 C 0.29
63 O -0.46
64 C 0.92
65 O -0.37
66 O -0.44
67 C -0.54
68 H 0.40
69 H -0.01
70 H 0.36
71 H -0.01
72 H 0.26
73 H 0.34
74 H 0.15
75 H 0.18
76 C -1.61
77 C -0.08
78 O -0.06
79 C 0.51
80 O -0.63
81 O 0.12
82 C -0.21
83 H 0.60
84 H 0.11
85 H 0.49
86 H 0.41
87 H -0.03
88 H 0.02
89 H 0.24
90 H 0.02
91 C -0.95
92 C -0.30
93 O -0.29
94 C 0.79
95 O -0.57
96 O -0.33
97 C -0.62
98 H 0.32
99 H 0.35